(1)
The following is a DFT calculation (ωB97M-V/def2-TZVPD) of a structure of composition C18H30N6OPd.

Calculated values
Multiplicity: 5
LUMO level (alpha / beta) in eV: -11.7 / -14.4
DFT total energy in eV: -33579.4961
Strongest force on any atom in hartree/bohr: 0.003
HOMO energy (alpha / beta) in eV: -19.54 / -19.38
Charge: +4
Kohn-Sham gap (alpha / beta) in eV: 7.83 / 4.94
Energy above the lowest of the compared OMol25 structures with the same formula, charge and spin in kcal per mole: 22.6

Element x y z (Å)
C -3.848 0.534 2.344
H 5.137 -1.133 -14.314
C -1.466 3.019 3.523
H 2.630 -0.608 4.579
C -2.768 2.499 2.998
H 4.998 0.349 -11.395
C -1.967 -2.658 2.855
C -5.072 2.578 2.369
H 2.757 1.550 3.799
H 4.586 -3.251 -11.320
C -1.285 4.457 3.869
H 0.871 -1.871 5.826
N 1.323 0.150 3.073
N 5.281 -1.557 -12.299
C 4.842 -0.718 -11.202
N -2.755 1.193 2.737
H -1.323 4.578 4.957
C 0.614 -1.032 5.174
H 0.783 1.954 5.248
C 1.683 -0.872 4.106
H -1.450 -0.985 5.216
H 6.182 -3.400 -12.118
H -1.465 -3.026 1.959
H 4.732 -3.374 -13.119
H -4.506 -2.888 1.925
H 1.845 -1.813 3.581
N -0.564 2.122 3.674
Pd -0.865 0.124 2.840
C -3.931 3.235 2.821
H -1.368 -3.229 4.877
C 0.781 2.311 4.217
H -2.795 -3.331 3.073
H 1.055 3.366 4.246
H 6.769 -1.459 -13.738
H -5.989 3.133 2.219
H -0.319 4.826 3.526
N -0.720 -1.257 4.562
H -0.027 -3.070 3.758
N -2.459 -1.308 2.592
H -5.210 -1.554 1.010
C 5.831 -0.958 -13.482
C -4.788 -1.842 1.977
H 5.982 0.109 -13.343
H -2.058 5.081 3.432
C 5.169 -2.985 -12.195
H 0.535 -0.148 5.805
H -3.964 4.294 3.031
H -5.578 -1.716 2.723
C 1.766 1.554 3.342
O 4.372 -1.206 -10.226
H 1.847 2.049 2.374
H 1.775 -0.133 2.206
C -3.651 -0.941 2.292
C -0.977 -2.631 4.053
C -5.042 1.207 2.139
H -5.933 0.681 1.826

(2)
The following is a DFT calculation (ωB97M-V/def2-TZVPD) of a structure of composition C18H31BFeN6Sb.

Calculated values
Multiplicity: 2
LUMO level (alpha / beta) in eV: -8.1 / -7.8
DFT total energy in eV: -69697.4783
Strongest force on any atom in hartree/bohr: 0.003
HOMO energy (alpha / beta) in eV: -15.21 / -15.20
Charge: +2
Kohn-Sham gap (alpha / beta) in eV: 7.10 / 7.35
Energy above the lowest of the compared OMol25 structures with the same formula, charge and spin in kcal per mole: 0.0

Element x y z (Å)
N -0.202 1.362 -0.555
H 1.677 5.142 0.321
H -3.908 0.294 -3.202
N -0.143 -0.680 1.334
H -4.354 -1.424 -3.292
Sb -2.841 -1.103 -1.145
H -2.722 -2.124 2.181
H 1.647 1.637 4.105
N 2.384 -0.010 -0.002
C 4.823 0.293 0.352
H -2.819 2.088 -1.743
H -1.569 -3.332 2.726
C 1.776 0.556 4.157
H 2.536 1.570 1.638
H 1.841 4.020 1.676
C 3.649 -0.321 -0.326
H -5.251 -0.417 -0.197
C 1.880 4.109 0.592
H 2.892 3.864 0.268
C -0.745 2.353 -1.307
C 0.848 -0.139 3.226
H -4.152 0.977 -0.094
C 1.637 -2.416 -2.610
H 1.930 -3.448 -2.424
C 2.271 -1.502 -1.618
H -0.303 4.503 -1.412
H -1.920 3.009 -2.939
H 4.458 -1.723 -1.830
H -2.755 -0.895 -3.850
N 0.805 0.118 1.913
B 1.734 0.966 1.008
H 2.815 0.328 3.917
C -3.411 -3.145 -1.041
H -2.768 -3.725 -1.699
C -3.538 -0.726 -3.114
H 4.825 1.376 0.226
H -1.617 -2.906 1.025
C -0.683 -1.462 2.298
H -4.060 -0.309 1.120
Fe -0.296 -0.478 -0.490
H -0.306 -1.564 4.463
H -4.436 -3.199 -1.406
H 1.947 -2.159 -3.622
C -1.863 2.154 -2.268
C 0.884 3.215 -0.057
C 3.611 -1.266 -1.347
C -0.098 3.531 -0.996
C -4.247 -0.094 0.071
H 0.545 -2.361 -2.568
H 4.813 0.077 1.420
C -0.092 -1.130 3.502
N 1.541 -0.729 -0.793
H -1.726 1.266 -2.882
H 5.742 -0.103 -0.070
H 1.582 0.234 5.177
N 0.812 1.904 0.188
H -3.371 -3.551 -0.035
C -1.710 -2.504 2.033

(3)
The following is a DFT calculation (ωB97M-V/def2-TZVPD) of a structure of composition C18H31CaClN3O6S5.

Calculated values
Multiplicity: 1
LUMO level in eV: -2.6
DFT total energy in eV: -121058.7648
Strongest force on any atom in hartree/bohr: 0.003
HOMO energy in eV: -12.13
Charge: +1
Kohn-Sham gap in eV: 9.50

Element x y z (Å)
H -1.204 2.173 3.865
C 0.691 -6.593 -0.091
C 5.534 -8.826 0.435
C 4.529 -8.153 -0.490
C -3.415 1.190 -0.126
C -1.965 -0.668 3.718
H -0.072 -7.318 -0.350
S -1.774 1.276 -0.893
H 0.539 4.101 -0.132
H 5.113 -9.731 0.870
S 3.069 -7.717 0.421
H 0.806 -6.606 0.991
H -4.014 -0.960 3.196
H 4.918 -7.228 -0.917
N 0.209 -5.253 -0.433
H -4.883 -0.281 0.435
H 2.062 -4.775 1.534
C 2.017 -6.923 -0.783
C 1.165 -4.158 1.604
H -3.865 -0.781 -0.898
S 1.109 2.018 0.893
H -3.358 0.564 2.615
C 2.331 -1.219 -0.835
H 0.557 -4.547 2.425
H -2.226 -0.235 4.684
C -0.785 -3.513 -1.360
C -0.539 -4.838 -1.513
H -1.607 3.654 -1.171
O 2.293 -1.315 0.421
H 0.740 2.785 -1.276
N -0.196 -3.093 -0.203
H 0.124 3.620 2.371
H 4.330 -2.036 -0.936
H 6.420 -9.098 -0.135
H 1.875 -7.585 -1.635
H -1.310 -2.861 -2.037
O 2.398 -8.912 0.860
H -1.620 1.817 2.177
Ca 0.073 -0.707 0.348
C 0.398 -4.156 0.331
H 5.831 -8.155 1.239
H -1.758 -1.726 3.888
C -3.132 -0.492 2.759
N -0.901 -5.669 -2.622
O -0.415 -6.786 -2.674
H -3.385 1.716 0.830
C -3.860 -0.254 0.058
S -0.375 0.029 3.197
H -1.714 3.205 0.526
C -1.244 2.949 -0.424
O 3.407 -6.707 1.399
C -0.829 1.766 2.924
S -2.816 -1.262 1.144
H 1.476 -3.141 1.833
H -4.134 1.707 -0.761
C 0.271 3.062 -0.330
C 0.384 2.565 2.464
O 1.429 -0.644 -1.505
H 1.183 2.497 3.203
H 3.734 -1.316 -2.473
H 4.203 -8.815 -1.292
C 3.474 -1.878 -1.582
Cl 2.904 -3.488 -2.126
H 2.529 -6.015 -1.101
O -1.660 -5.188 -3.433

(4)
The following is a DFT calculation (ωB97M-V/def2-TZVPD) of a structure of composition C18H31Ge2N2OSeV.

Calculated values
Multiplicity: 3
LUMO level (alpha / beta) in eV: 0.4 / 0.4
DFT total energy in eV: -228261.6307
Strongest force on any atom in hartree/bohr: 0.012
HOMO energy (alpha / beta) in eV: -6.62 / -6.70
Kohn-Sham gap (alpha / beta) in eV: 7.02 / 7.08
Energy above the lowest of the compared OMol25 structures with the same formula, charge and spin in kcal per mole: 10.9

Element x y z (Å)
C 3.729 -1.094 -1.905
H -2.379 -2.604 -1.250
H 2.779 -0.715 -2.289
V 1.158 -0.774 0.709
N 0.379 -0.808 2.592
C 2.977 2.855 0.500
H 1.935 0.085 3.755
H 5.334 4.107 3.562
H -0.782 1.831 0.126
C -1.517 -2.066 0.622
H -1.492 -2.072 4.788
H 4.576 5.086 2.305
C 0.059 2.456 0.425
H 5.257 -4.160 0.334
H 0.078 2.557 1.507
C -1.674 -2.120 2.024
H 0.444 -0.842 5.879
H 3.162 -4.283 -2.490
H 2.794 -2.525 1.857
H -4.624 -3.812 2.206
H 5.262 0.888 2.370
H 1.200 2.573 3.376
H 3.832 2.777 -0.173
C 5.301 -3.209 -0.193
Ge 3.556 2.740 2.371
H 1.612 -3.615 -1.964
O -0.500 -1.504 0.023
C -2.517 -2.653 -0.179
H 2.406 -4.853 -0.998
C 4.268 0.991 2.807
Ge 3.499 -2.568 -0.613
H 4.302 -1.443 -2.764
H 5.871 -3.353 -1.110
H 4.269 -0.264 -1.446
H 5.780 3.869 1.874
N -0.787 -1.572 4.279
C -3.609 -3.270 0.379
C -0.695 -1.514 2.926
H -4.353 -3.715 -0.267
Se 1.679 1.571 -0.193
C -3.766 -3.327 1.765
H 5.829 -2.494 0.435
C 2.050 3.233 3.509
H -2.948 -2.794 3.635
C 1.000 -0.442 3.767
H 2.515 3.826 0.311
H -0.018 3.429 -0.058
C 4.950 4.092 2.542
H 4.368 0.886 3.887
C 0.286 -0.904 4.820
H 1.730 4.250 3.281
C 2.580 -3.978 -1.622
H 2.337 3.198 4.559
C 2.556 -1.959 0.948
H 3.646 0.174 2.426
C -2.804 -2.752 2.564

(5)
The following is a DFT calculation (ωB97M-V/def2-TZVPD) of a structure of composition C18H31O14S.

Calculated values
Multiplicity: 1
LUMO level in eV: 2.4
DFT total energy in eV: -58645.9280
Strongest force on any atom in hartree/bohr: 0.177
HOMO energy in eV: -5.43
Charge: -1
Kohn-Sham gap in eV: 7.83
Energy above the lowest of the compared OMol25 structures with the same formula, charge and spin in kcal per mole: 565.6

Element x y z (Å)
H -11.574 -11.228 -25.404
H -10.780 -10.393 -28.529
H -12.974 -8.549 -25.000
O -9.443 -14.151 -27.962
O -11.937 -4.684 -26.915
O -8.320 -13.670 -21.959
C -9.384 -10.851 -26.928
H -9.207 -12.268 -25.887
H -8.413 -6.275 -22.203
C -10.129 -9.468 -23.434
H -11.718 -12.479 -25.786
H -7.704 -7.900 -22.047
C -10.752 -10.994 -27.621
H -13.868 -8.151 -26.549
S -10.120 -8.033 -22.306
H -14.951 -9.598 -26.476
C -13.991 -9.171 -26.187
H -11.987 -9.550 -26.869
H -13.178 -11.117 -24.744
C -8.553 -9.601 -27.453
O -10.684 -9.859 -25.482
O -10.987 -6.694 -27.168
C -8.419 -7.290 -22.600
O -13.726 -12.867 -28.480
C -11.609 -5.734 -26.476
C -11.094 -13.059 -25.107
O -11.171 -6.999 -22.771
O -10.922 -12.412 -27.929
O -11.691 -6.096 -25.199
H -11.880 -9.002 -23.821
H -8.959 -8.659 -27.083
C -9.693 -12.968 -27.770
H -8.743 -10.618 -24.334
H -11.223 -8.763 -26.775
O -9.084 -13.521 -24.161
H -8.698 -9.565 -28.533
C -9.675 -12.497 -24.929
H -11.425 -9.550 -24.926
H -9.875 -9.013 -24.391
H -10.529 -10.663 -24.119
H -11.175 -9.775 -23.402
C -12.629 -11.244 -25.677
H -9.442 -10.261 -23.142
C -12.890 -10.129 -26.675
O -13.343 -10.702 -27.836
H -7.500 -9.669 -27.180
H -8.166 -7.225 -23.659
H -11.615 -13.322 -24.186
C -10.763 -7.831 -26.446
H -9.696 -8.057 -26.431
C -9.603 -11.237 -24.078
O -9.304 -11.776 -22.774
H -12.628 -7.543 -23.475
H -14.025 -9.255 -25.101
H -11.528 -10.597 -26.967
C -11.157 -7.382 -25.037
C -8.815 -13.027 -22.906
O -12.862 -12.327 -26.480
H -9.310 -10.862 -25.840
C -12.242 -8.106 -24.324
H -11.076 -14.032 -25.598
H -10.305 -7.316 -24.360
O -8.828 -12.083 -27.246
C -13.345 -12.059 -27.672

(6)
The following is a DFT calculation (ωB97M-V/def2-TZVPD) of a structure of composition C18H32As2F30N7O16S6.

Calculated values
Multiplicity: 1
LUMO level in eV: 1.6
DFT total energy in eV: -330595.3704
Strongest force on any atom in hartree/bohr: 0.102
HOMO energy in eV: -8.06
Charge: -1
Kohn-Sham gap in eV: 9.70

Element x y z (Å)
C -5.524 -0.309 0.263
O -0.530 -1.135 -7.747
H 4.405 -2.192 0.830
F -1.705 2.681 -1.047
F 2.080 3.115 -4.258
H 4.942 0.370 3.573
H -1.452 0.143 3.663
O -1.390 0.413 6.045
O 3.045 0.793 -1.709
C -0.406 -5.200 -1.494
C -2.449 0.508 5.488
H 5.224 -1.273 2.873
S 0.086 1.067 -2.093
O -1.545 -0.927 -5.509
S -3.752 -2.731 2.184
O -2.543 -3.156 1.560
N -1.112 -3.207 -6.428
C 5.365 -0.195 2.727
F 2.849 4.262 4.243
H -0.071 -2.054 -1.176
F -3.094 -2.683 -8.554
F 0.402 -0.374 4.059
H -2.493 -3.493 -1.865
C 3.063 2.577 -3.652
H -3.216 2.518 3.545
O 0.171 6.414 0.122
H 2.991 5.501 -0.864
C 2.097 6.063 -1.144
O 1.476 -3.666 -1.310
F 2.621 -0.899 2.804
S -5.227 -0.387 2.116
F -3.935 -2.290 -6.586
F -6.731 0.144 -0.003
H -2.444 -1.800 -1.727
S 2.637 2.158 -1.871
O 0.017 -2.810 -4.286
C -2.214 2.083 3.568
F -1.578 2.819 -3.184
F 3.665 4.936 2.023
F -4.606 -2.627 4.660
C -2.022 -2.703 -1.327
F 0.804 0.424 1.825
N 1.074 2.319 -1.698
F -5.331 -1.464 -0.363
H 1.038 3.593 -0.449
H -1.158 -5.263 -2.295
H 3.652 0.281 1.557
F -3.473 -0.580 -7.841
F -2.498 -2.471 4.522
N -0.602 -2.716 -1.707
H 4.881 1.313 1.395
F 5.495 3.142 2.045
F 1.242 -1.915 1.006
H 0.266 -6.045 -1.642
O -4.962 -3.393 1.832
F 3.470 1.458 -4.246
O 0.304 0.633 -3.468
H 1.830 5.639 -2.075
H -3.072 0.257 3.486
O -1.828 -4.415 -4.272
F -3.451 -4.394 4.266
H 0.321 4.579 2.229
F -2.365 1.093 -2.243
C 0.333 -3.923 -1.558
H -2.274 -2.819 -0.241
F 1.695 -4.445 -5.762
H 2.216 7.142 -1.241
C 0.484 -5.103 -5.496
S -1.342 -1.698 -6.706
H -4.389 -0.042 5.411
C 0.074 3.992 1.318
As 4.213 3.780 3.225
H -1.869 2.041 2.520
H -0.758 -5.321 -0.469
F 4.110 3.403 -3.724
H 4.258 -1.845 -0.925
H 2.032 4.274 0.740
C 4.940 -1.833 -0.056
F 5.304 5.029 3.763
N 1.119 4.326 0.270
F 0.938 -2.749 3.445
O -6.337 -1.088 2.772
As 0.930 -1.148 2.585
C -3.539 -3.089 4.009
O -0.144 0.091 -1.078
H -1.598 2.676 4.240
C 5.330 -0.396 0.230
O -4.988 0.939 2.564
C -1.481 1.989 -2.161
F -0.855 -1.289 2.213
N -3.832 -1.133 2.232
F 0.065 -5.868 -6.522
H 6.412 -0.003 2.594
F 4.833 2.826 4.473
S -0.756 -3.758 -4.998
H 5.696 -2.451 -0.357
H -3.881 0.429 7.001
O 3.255 3.247 -1.151
H -0.848 4.246 0.912
H 0.317 2.884 1.410
H -4.136 1.686 5.719
O 6.230 0.180 -0.301
F 0.759 -5.926 -4.464
H -0.524 -2.428 -2.752
C -3.062 -1.835 -7.477
F 3.299 2.512 2.466
C 1.044 5.780 -0.239
N -2.304 0.670 3.996
C -3.766 0.690 5.969
F -4.647 0.534 -0.247
N 4.713 0.295 1.474

(7)
The following is a DFT calculation (ωB97M-V/def2-TZVPD) of a structure of composition C18H32AsKN.

Calculated values
Multiplicity: 1
LUMO level (alpha / beta) in eV: 1.6 / 1.7
DFT total energy in eV: -97836.6793
Strongest force on any atom in hartree/bohr: 0.003
HOMO energy (alpha / beta) in eV: -0.90 / -0.86
Charge: -1
Kohn-Sham gap (alpha / beta) in eV: 2.47 / 2.57

Element x y z (Å)
H -0.545 2.470 -5.188
H 1.789 1.712 3.413
H 2.787 -0.392 -3.311
H -1.768 0.222 -4.669
H 1.304 2.539 4.902
H -2.833 1.413 1.196
H -2.009 -2.792 1.586
N 0.447 -0.056 2.233
C 2.389 -0.756 4.687
H -0.582 0.137 6.701
H -3.461 -0.855 1.812
H 2.961 1.912 4.750
C -1.781 -1.893 1.009
H 3.433 -0.487 4.897
C -2.269 0.575 0.776
H -2.170 -2.026 -0.010
C 1.432 0.382 5.058
H 1.446 0.471 6.154
C -0.370 -0.121 3.246
H -2.985 -0.363 6.286
H -0.393 0.081 -5.757
H 0.049 2.412 -2.745
H -3.729 -0.716 3.935
H -1.842 -1.997 -5.829
C -1.138 -1.817 -5.014
C -2.387 -0.656 1.682
H 1.954 -1.839 -3.817
H 1.132 2.154 -5.610
C -2.281 -0.297 5.465
H 2.275 -0.976 3.626
H 2.583 0.580 -5.607
C -1.813 -0.418 3.071
C -2.679 -0.494 4.140
C 0.686 1.924 -3.485
C -0.845 -0.330 -4.853
H 1.715 2.062 -3.138
C 0.000 0.073 4.664
H -1.567 -2.233 -4.101
H 2.144 -1.656 5.258
H 1.639 -0.810 -6.135
H -1.215 0.857 0.726
C 2.410 -0.483 -5.436
As 0.318 -0.016 -3.290
H -0.696 -1.767 0.979
C 0.484 2.580 -4.845
H 0.695 3.651 -4.791
C 1.909 1.724 4.496
C -0.930 -0.018 5.678
K 1.843 0.116 0.360
C 2.015 -0.762 -3.992
H 3.331 -1.009 -5.697
H -2.651 0.369 -0.234
H -0.228 -2.379 -5.234

What is the strongest force on any atom in the fifth record? 0.177 hartree/bohr

strongest force on any atom of number 7 (C18H32AsKN)? 0.003 hartree/bohr

Which value of multiplicity does entry 7 give? 1